Formula: C4H3NOS
Source: the OMol25 dataset
Level of theory: ωB97M-V/def2-TZVPD

The geometry in ORCA input format:
```
! wB97M-V def2-TZVPD RIJCOSX def2/J DEFGRID3
* xyz 0 1
C -2.7804 3.0981 1.0950
C -2.9971 -0.8689 0.5296
C 0.3392 -0.4947 -0.2733
C -0.6652 0.1343 0.2688
N -1.9608 -0.3641 0.3562
O -2.6523 3.5445 0.0438
S -2.6601 2.7021 2.5993
H 1.2243 0.1298 -0.2386
H 0.1727 -1.5229 -0.4882
H -0.4083 1.1038 0.6853
*
```

Energy above the lowest of the compared OMol25 structures with the same formula, charge and spin ... 20.3 kcal per mole
Orbital gap ... 10.956 eV